(1)
Below is a structure of composition C3H8FNO in a non-equilibrium geometry, with properties calculated with ωB97M-V with the def2-TZVPD basis set.

Computed properties:
Frontier orbital gap   10.403 eV
LUMO energy   0.0259 Eh
Maximum force   4.8 eV/Å
ΔE to the lowest compared entry with this formula, charge and spin   121.0 kJ/mol

Last column: Löwdin charge in e.
Geometry (Å):
1 F -0.8959 2.4332 -0.1247  -0.318
2 O -1.5707 0.2919 -1.1349  0.058
3 N -1.7424 0.5447 0.9966  0.185
4 C 0.5811 0.4969 0.0185  -0.221
5 C -0.8718 0.6430 -0.0387  -0.515
6 C 1.0296 -0.8907 -0.3750  -0.088
7 H -1.1830 0.6092 -2.0111  0.169
8 H 0.9603 0.9132 0.9651  0.131
9 H 0.4204 -1.6343 0.1911  0.092
10 H 2.0907 -0.8878 -0.0529  0.085
11 H -1.4638 0.5836 1.8904  0.061
12 H -2.7382 0.4596 0.8243  0.130
13 H 0.8496 -0.9269 -1.4781  0.088
14 H 0.9854 1.2269 -0.7562  0.145

Forces on the atoms, in the same order (eV/Å):
F 0.4 -1.2 -0.5
O 0.9 0.1 -2.3
N -0.6 -1.8 -2.8
C 1.0 1.7 -0.7
C -3.1 3.6 0.1
C -0.1 0.2 0.5
H -0.4 -0.4 2.1
H -0.2 -0.5 -0.2
H 0.7 0.2 -0.6
H -0.5 -0.8 -0.7
H 1.3 0.3 3.5
H 0.6 0.2 -0.2
H 0.5 -0.7 1.0
H -0.6 -0.8 1.0

***

(2)
Below is a cluster of 2 separate species, C4H7ClO in total in a non-equilibrium geometry, with properties calculated with ωB97M-V with the def2-TZVPD basis set.

Computed properties:
Frontier orbital gap (spin up / spin down)   7.839 / 8.728 eV
LUMO energy (spin up / spin down)   0.0015 / 0.0176 Eh
Maximum force   5.1 eV/Å
ΔE to the lowest compared entry with this formula, charge and spin   499.4 kJ/mol

Last column: Löwdin charge in e.
Geometry (Å):
1 Cl -1.7795 0.5760 -0.7341  0.583
2 O -0.8118 -2.7802 -1.2235  -0.049
3 C -0.1434 -2.3865 -0.0838  -0.016
4 C 0.5607 2.3783 0.4545  -0.151
5 C -0.1842 0.1462 -0.2168  -0.575
6 C 0.7835 0.9037 0.2442  -0.320
7 H 0.9510 -2.4480 -0.1506  0.090
8 H -0.0977 2.4652 1.3575  0.075
9 H -0.6879 -1.9839 0.6518  0.004
10 H -0.1327 2.6664 -0.5380  0.110
11 H 1.5108 2.9290 0.6429  0.067
12 H 1.7487 0.5140 0.5996  0.094
13 H -1.7173 -2.9802 -1.0037  0.088

Forces on the atoms, in the same order (eV/Å):
Cl 0.6 0.1 0.2
O 1.4 -0.1 1.2
C 1.6 1.0 -4.8
C -1.9 0.3 -1.6
C 0.2 -2.7 -0.1
C 0.2 0.6 0.5
H -0.8 -0.1 0.2
H 0.5 0.3 -0.8
H -1.8 0.7 3.2
H 2.2 0.2 2.8
H -0.9 -0.1 -0.6
H -0.6 -0.3 -0.4
H -0.6 0.1 0.1

***

(3)
Below is a structure of composition C9H18AuCl2N3O4PSm in a non-equilibrium geometry, with properties calculated with ωB97M-V with the def2-TZVPD basis set.

Computed properties:
Multiplicity   8
Frontier orbital gap (spin up / spin down)   6.803 / 5.052 eV
Charge   +4
LUMO energy (spin up / spin down)   -0.5370 / -0.5985 Eh
Maximum force   8.5 eV/Å
Expectation value of S²   15.77

Last column: Löwdin charge in e.
Geometry (Å):
1 Au -3.1587 0.1906 -3.2108  0.901
2 Sm 0.0115 -1.0840 0.2589  1.318
3 Cl -0.5869 -2.4565 2.2502  0.014
4 Cl -1.0923 -0.7842 -2.7979  -0.053
5 P 3.5988 -0.5915 0.1084  0.592
6 O -5.3296 2.1313 -4.2241  0.300
7 O -5.0691 -0.0384 -0.8135  0.287
8 O 0.2908 1.4720 2.7301  0.206
9 O 2.1124 -0.9082 -0.0413  -0.496
10 N 4.0940 -1.4704 1.3922  -0.102
11 N 4.3299 -0.9492 -1.2990  -0.295
12 N 3.8133 1.0095 0.3654  -0.283
13 C 3.1604 -1.7151 2.5024  0.002
14 C 5.3153 -2.2837 1.4018  0.054
15 C -4.6440 1.2533 -3.9036  -0.094
16 C 3.8111 -2.0360 -2.1372  -0.055
17 C 5.3891 -0.1567 -1.9420  -0.044
18 C 3.1499 1.9515 -0.5584  -0.044
19 C -4.5517 0.0736 -1.8358  -0.110
20 C 3.9112 1.5199 1.7403  -0.044
21 C 0.1827 0.6330 1.9309  -0.069
22 H 4.5909 0.8871 2.3260  0.097
23 H 3.2291 1.6200 -1.6038  0.095
24 H 6.1827 -0.8271 -2.3108  0.114
25 H 5.6678 -2.4652 0.3750  0.119
26 H 2.0818 2.1004 -0.3054  0.088
27 H 2.2370 -1.1197 2.3938  0.039
28 H 4.9815 0.3817 -2.8153  0.113
29 H 6.1282 -1.8033 1.9717  0.162
30 H 3.6255 -1.4474 3.4658  0.159
31 H 3.4200 -2.8673 -1.5322  0.093
32 H 4.6250 -2.4188 -2.7726  0.118
33 H 5.1049 -3.2561 1.8712  0.142
34 H 5.8315 0.5685 -1.2438  0.101
35 H 3.6571 2.9272 -0.4660  0.126
36 H 4.3251 2.5389 1.6905  0.124
37 H 3.0099 -1.6635 -2.7972  0.102
38 H 2.9239 1.5725 2.2374  0.079
39 H 2.8610 -2.7754 2.5208  0.142

Forces on the atoms, in the same order (eV/Å):
Au 2.2 -0.9 -0.9
Sm -0.9 -2.1 -1.1
Cl 0.5 0.8 -0.9
Cl -0.4 0.2 0.6
P 0.4 4.2 -5.4
O 3.0 -4.6 1.8
O 1.7 0.6 -4.3
O -0.6 -4.4 -4.0
O -1.0 -0.9 0.4
N 1.1 -2.6 3.4
N -0.6 -0.2 1.1
N 0.0 -1.0 0.8
C -0.6 0.5 0.0
C -0.2 -0.4 -0.8
C -4.0 6.4 -4.0
C -0.3 -0.5 -0.4
C 0.8 0.5 -0.2
C 0.1 0.2 -0.4
C -3.0 -1.6 7.1
C 0.1 0.3 0.4
C 0.6 5.7 5.4
H -0.1 0.4 0.0
H 0.0 0.1 0.4
H -0.3 0.2 0.3
H -0.1 0.4 0.3
H 0.4 -0.1 0.0
H 0.7 -0.2 0.1
H 0.1 -0.2 0.4
H -0.1 0.2 0.1
H 0.2 -0.2 -0.2
H 0.2 0.2 -0.2
H -0.3 0.1 0.3
H 0.0 0.3 0.2
H -0.2 -0.3 -0.3
H -0.2 -0.4 -0.1
H 0.0 -0.4 0.2
H 0.3 -0.1 0.2
H 0.4 0.0 -0.1
H 0.3 0.1 0.0

***

(4)
Below is a structure of composition C2H2O2PYb in a non-equilibrium geometry, with properties calculated with ωB97M-V with the def2-TZVPD basis set.

Computed properties:
Multiplicity   2
Frontier orbital gap (spin up / spin down)   6.140 / 5.903 eV
LUMO energy (spin up / spin down)   -0.0318 / -0.0403 Eh
Maximum force   5.1 eV/Å
Expectation value of S²   0.76

Last column: Löwdin charge in e.
Geometry (Å):
1 Yb 0.7780 0.3513 -0.2420  1.113
2 P 3.4330 0.8295 0.4835  0.518
3 O 2.9214 0.0108 -0.7843  -0.937
4 O -1.0074 1.5051 -0.1801  -0.324
5 C -1.4058 -0.7429 0.2141  -0.215
6 C -1.6437 0.5975 0.5786  -0.221
7 H -1.8254 -1.5682 0.7954  0.029
8 H -1.2502 -0.9831 -0.8652  0.036

Forces on the atoms, in the same order (eV/Å):
Yb 1.4 -0.5 0.2
P -0.5 -0.7 -1.0
O 0.8 0.7 0.8
O -3.4 -0.7 2.6
C -1.4 0.0 1.0
C 3.1 0.7 -3.9
H 0.2 0.4 -0.2
H -0.2 0.3 0.6

***

(5)
Below is an isolated molecule of C5H8N2 in a non-equilibrium geometry, with properties calculated with ωB97M-V with the def2-TZVPD basis set.

Computed properties:
Frontier orbital gap   8.463 eV
LUMO energy   0.0201 Eh
Maximum force   5.0 eV/Å
SMILES   [H]/N=C(\C)C=C=NC
ΔE to the lowest compared entry with this formula, charge and spin   343.4 kJ/mol

Last column: Löwdin charge in e.
Geometry (Å):
1 N 0.6085 0.8562 -1.6958  0.115
2 N -0.5459 0.9479 1.9877  0.003
3 C 0.2809 -0.6872 0.0819  -0.048
4 C -0.3745 0.2793 0.9906  0.004
5 C 1.1878 -1.5563 -2.0345  -0.087
6 C -1.6316 1.4991 2.6538  -0.156
7 C 0.6789 -0.3395 -1.3148  -0.516
8 H 0.5366 -1.6871 0.3228  0.057
9 H -1.3307 1.7424 3.7370  0.099
10 H -1.9805 2.4537 2.1050  0.107
11 H 1.7362 -1.3874 -3.0098  0.077
12 H 2.1411 -2.0176 -1.5009  0.120
13 H 0.9695 1.2353 -2.5402  0.033
14 H -2.6120 0.8406 2.5501  0.115
15 H 0.3355 -2.1793 -2.3330  0.078

Forces on the atoms, in the same order (eV/Å):
N -0.7 1.2 1.2
N 1.2 -1.2 -2.5
C -2.3 4.3 1.2
C 3.2 -3.5 -1.4
C 3.1 -0.4 -1.4
C -3.5 1.2 0.7
C 0.1 0.0 1.0
H -0.5 -0.6 1.1
H -0.8 -0.4 -1.7
H 0.9 -1.2 1.1
H -1.0 0.7 0.7
H -2.6 0.2 -0.3
H 0.3 -0.7 -1.1
H 2.0 1.0 0.7
H 0.5 -0.5 0.7

***

(6)
Below is an isolated molecule of C7H13N in a non-equilibrium geometry, with properties calculated with ωB97M-V with the def2-TZVPD basis set.

Computed properties:
Frontier orbital gap   9.436 eV
LUMO energy   0.0374 Eh
Maximum force   5.0 eV/Å
SMILES   C=C/C(=C\C)CCN
ΔE to the lowest compared entry with this formula, charge and spin   262.6 kJ/mol

Last column: Löwdin charge in e.
Geometry (Å):
1 N 0.0374 -1.1270 -2.7520  -0.038
2 C 0.9372 0.0411 1.3316  -0.146
3 C -1.8135 -0.4901 2.0378  -0.101
4 C 0.7413 -0.1819 -1.8830  -0.284
5 C 0.1657 0.9166 -0.9124  -0.163
6 C -0.1551 0.2615 0.3952  -0.322
7 C -1.4496 0.0171 0.6235  -0.086
8 C 2.0799 0.6623 1.2528  0.012
9 H -1.2154 -1.3249 2.3891  0.055
10 H -0.4227 -0.7065 -3.5839  0.064
11 H -2.9466 -0.9036 1.9348  0.111
12 H -1.9507 0.3439 2.6902  0.055
13 H 1.4593 0.3742 -2.5221  0.113
14 H -0.6705 1.5268 -1.4383  0.144
15 H 0.6592 -0.6571 2.1115  0.096
16 H 1.0622 1.5057 -0.6166  0.072
17 H -0.7337 -1.7397 -2.3522  0.087
18 H -2.2049 0.2393 -0.0377  0.073
19 H 2.2446 1.4898 0.5326  0.061
20 H 1.1899 -0.8859 -1.1673  0.103
21 H 2.9860 0.6387 1.9667  0.094

Forces on the atoms, in the same order (eV/Å):
N -2.6 -0.1 -0.8
C -1.5 -0.9 0.4
C -4.1 -1.2 -2.4
C 0.5 -0.2 0.4
C 0.0 -0.1 -1.2
C -2.0 1.2 -1.8
C 2.5 -1.4 4.1
C 3.4 2.1 1.0
H 0.1 0.3 0.3
H 0.6 -0.1 0.9
H 2.5 0.6 0.4
H 0.5 0.4 0.8
H -0.1 -0.9 0.3
H 1.4 -0.8 1.3
H 0.6 0.0 0.2
H -1.0 0.3 -1.3
H 1.6 1.3 0.0
H -1.4 0.5 -1.5
H -0.1 -0.9 0.4
H 0.9 0.5 -0.4
H -1.9 -0.6 -0.9

***

Among the records above, which one has the highest maximum force? C9H18AuCl2N3O4PSm

***

Which of these has the lowest maximum force? C3H8FNO

***

maximum force of number 6 (C7H13N)? 5.0 eV/Å